# 1
Density functional theory data (ωB97M-V/def2-TZVPD) for a molecular structure, C52H46BrCsI2N5OPSe.

Output
Total charge: -2
HOMO: -1.6 eV
LUMO level: 3.320 eV

Each line ends with the Löwdin charge.
Geometry (Å):
Cs (1.12877, 0.50011, -1.58272)  0.768
I (9.74668, 2.81292, -2.56445)  0.719
C (7.73647, 2.23271, -2.36220)  -0.765
C (6.78624, 2.72711, -3.24312)  -0.266
C (5.47051, 2.34195, -3.08642)  -0.640
I (4.00534, 3.05617, -4.39965)  0.861
C (5.01676, 1.46322, -2.05467)  -0.508
O (3.80352, 1.15522, -1.88663)  -0.341
C (6.05624, 0.96080, -1.19781)  -0.174
C (5.66357, -0.03907, -0.13656)  -0.176
N (4.62977, 0.37689, 0.81161)  -0.044
C (4.86076, 1.69854, 1.37269)  -0.175
C (3.67707, 2.08944, 2.21463)  -0.260
C (3.79403, 2.41107, 3.56234)  -0.035
C (2.65828, 2.77999, 4.26504)  -0.086
C (1.44159, 2.80013, 3.60432)  -0.068
C (1.41648, 2.43811, 2.26443)  -0.139
N (2.50348, 2.10073, 1.58107)  0.145
C (7.36903, 1.35389, -1.34905)  -0.149
H (7.06402, 3.40441, -4.03916)  0.068
H (6.56071, -0.32838, 0.42496)  0.107
H (5.27951, -0.93996, -0.62411)  0.122
H (3.75860, 0.43729, 0.29232)  0.054
H (4.99302, 2.46414, 0.59319)  0.129
H (5.77223, 1.68502, 1.97926)  0.117
H (4.76442, 2.37651, 4.04123)  0.100
H (2.72386, 3.04772, 5.31358)  0.095
H (0.52461, 3.09142, 4.09823)  0.078
H (0.47787, 2.42445, 1.72186)  0.065
H (8.11920, 0.96161, -0.67006)  0.087
Br (-0.86315, 1.59885, -4.40762)  0.667
C (-1.38105, 3.42420, -4.16254)  -0.601
C (-1.93769, 4.04538, -5.24405)  -0.174
C (-2.35098, 5.38935, -5.12681)  -0.124
C (-2.19444, 6.04476, -3.94152)  -0.075
C (-1.61658, 5.39965, -2.81865)  -0.194
C (-1.46061, 6.08829, -1.59445)  -0.091
C (-0.89061, 5.44414, -0.53152)  -0.121
C (-0.46135, 4.10421, -0.65148)  -0.192
C (-0.57443, 3.33530, -1.79988)  -0.155
C (-1.17657, 4.04013, -2.89512)  -0.268
H (-2.05698, 3.51114, -6.17671)  0.078
H (-2.78932, 5.88993, -5.98305)  0.085
H (-2.50925, 7.07939, -3.83978)  0.095
H (-1.79314, 7.11959, -1.52229)  0.089
H (-0.76617, 5.96979, 0.41260)  0.087
H (-0.00755, 3.66883, 0.23782)  0.031
C (-3.22396, -3.83689, 2.06047)  -0.114
C (-2.02397, -4.38547, 1.63802)  -0.102
C (-1.41827, -3.94919, 0.46455)  -0.073
C (-2.01306, -2.95918, -0.30868)  -0.368
C (-3.21140, -2.39708, 0.13685)  -0.116
C (-3.81848, -2.83527, 1.29999)  -0.113
P (-1.31851, -2.30434, -1.88409)  1.050
C (-2.58602, -2.98946, -3.03630)  -0.379
C (-2.87311, -2.24772, -4.18060)  -0.097
C (-3.78083, -2.71232, -5.12406)  -0.097
C (-4.42399, -3.92542, -4.92813)  -0.115
C (-4.15298, -4.67112, -3.78673)  -0.103
C (-3.24125, -4.20679, -2.85225)  -0.099
C (0.14092, -3.36484, -2.15588)  -0.484
C (0.19181, -4.39023, -3.10273)  -0.124
C (1.35426, -5.13565, -3.23359)  -0.141
C (2.42997, -4.85185, -2.39922)  -0.143
C (2.33336, -3.82871, -1.46123)  -0.182
C (1.19999, -3.01029, -1.29672)  -0.192
H (-3.69146, -4.17951, 2.97699)  0.090
H (-1.54736, -5.16188, 2.22605)  0.093
H (-0.46834, -4.36226, 0.14837)  0.099
H (-3.66717, -1.61063, -0.45724)  0.097
H (-4.75894, -2.39853, 1.61735)  0.081
H (-2.38528, -1.28987, -4.32565)  0.071
H (-3.98938, -2.12007, -6.00677)  0.096
H (-5.13647, -4.28912, -5.65934)  0.088
H (-4.65225, -5.62017, -3.62781)  0.092
H (-3.02957, -4.79605, -1.96706)  0.107
H (-0.65901, -4.61158, -3.74041)  0.083
H (1.41963, -5.92450, -3.97583)  0.080
H (3.34991, -5.42440, -2.49262)  0.079
H (3.21325, -3.65226, -0.83697)  0.064
C (-1.95550, 1.65921, 5.35190)  -0.049
N (-3.01959, 1.11556, 4.53782)  -0.137
C (-3.77922, 0.00951, 4.86030)  -0.081
C (-4.62258, -0.20433, 3.83088)  -0.068
N (-4.38263, 0.77908, 2.89571)  -0.122
C (-5.02305, 0.87839, 1.60057)  -0.034
C (-3.39218, 1.60732, 3.32399)  -0.757
Se (-2.66516, 3.02334, 2.42007)  0.647
H (-2.25916, 1.64198, 6.39849)  0.088
H (-1.78410, 2.68355, 5.02781)  0.036
H (-1.03674, 1.08566, 5.21469)  0.089
H (-3.63622, -0.53465, 5.77616)  0.117
H (-5.35951, -0.97089, 3.67626)  0.114
H (-6.07635, 0.61956, 1.70145)  0.091
H (-4.54023, 0.21147, 0.88642)  0.083
H (-4.91649, 1.90087, 1.24573)  0.048
C (-0.14959, -3.30172, 4.55481)  -0.054
C (0.07180, -2.32230, 3.43716)  -0.286
C (-0.83166, -1.29820, 3.18199)  -0.040
C (-0.58510, -0.42517, 2.13125)  -0.138
N (0.45670, -0.53440, 1.31649)  0.018
C (1.32031, -1.52132, 1.55455)  -0.153
C (1.17849, -2.41434, 2.60654)  -0.023
H (-1.06176, -3.06911, 5.10615)  0.068
H (0.68869, -3.29402, 5.25462)  0.076
H (-0.24166, -4.31598, 4.16205)  0.067
H (-1.73291, -1.19498, 3.77364)  0.081
H (-1.27151, 0.39094, 1.92406)  0.075
H (2.15202, -1.60776, 0.87057)  0.077
H (1.92001, -3.19170, 2.75000)  0.114

=====

# 2
Density functional theory data (ωB97M-V/def2-TZVPD) for a molecular structure, C52H46FGeN9O3Ti in a non-equilibrium geometry.

Output
Expectation value of S²: 3.786
Total charge: +1
HOMO (alpha / beta): -7.0 / -10.4 eV
LUMO level (alpha / beta): -2.649 / -2.996 eV
2S+1: 4

Each line ends with the Löwdin spin population.
Geometry (Å):
Ti (1.04634, -0.57204, -2.50159)  1.092
C (3.68191, 0.06872, -3.97592)  0.004
N (2.64021, 0.91851, -3.35037)  0.009
C (1.74376, 1.84946, -4.09391)  0.003
C (0.60936, 2.11045, -3.17593)  0.006
N (0.39406, 1.38493, -2.09153)  0.013
C (-0.79764, 1.90714, -1.45448)  0.008
C (-1.61912, 1.47137, -0.40928)  0.011
C (-2.82792, 2.11884, -0.18543)  0.004
C (-3.21121, 3.17700, -1.03477)  0.001
C (-2.41256, 3.70547, -2.03364)  0.001
C (-1.22557, 3.02206, -2.23204)  0.002
N (-0.29355, 3.10622, -3.30356)  0.001
C (3.44320, -1.38656, -3.58404)  0.008
N (2.19531, -1.84226, -3.63371)  0.033
C (2.22011, -3.27304, -3.67813)  0.008
C (1.25359, -4.12712, -4.14324)  0.007
C (1.69142, -5.44854, -4.46437)  0.000
C (2.95740, -5.89256, -4.09382)  0.005
C (3.94212, -4.96530, -3.63132)  0.000
C (3.58838, -3.66341, -3.48861)  0.005
N (4.29634, -2.41372, -3.54182)  0.003
H (4.70352, 0.40157, -3.72672)  0.000
H (3.45318, -0.00368, -5.05608)  0.001
H (3.05501, 1.38664, -2.54216)  0.005
H (1.40457, 1.35658, -5.00769)  0.001
H (2.39734, 2.74738, -4.29355)  0.001
H (-1.25752, 0.61947, 0.16148)  0.002
H (-3.51316, 1.69610, 0.60689)  0.000
H (-4.19885, 3.63934, -0.90565)  0.000
H (-2.71725, 4.37726, -2.89022)  0.000
H (-0.39110, 3.87026, -3.97354)  0.000
H (0.18526, -3.80199, -4.31394)  0.001
H (1.03421, -6.12101, -4.98717)  0.000
H (3.28971, -6.86585, -4.33025)  0.000
H (4.93554, -5.42409, -3.36268)  0.000
H (5.29684, -2.36831, -3.64775)  0.000
C (-5.90132, -3.06506, -2.66463)  0.002
C (-4.82580, -4.14540, -2.87903)  0.002
C (-4.92399, -5.44449, -2.13419)  0.001
C (-4.94345, -5.17395, -0.60639)  0.000
C (-3.84298, -4.23097, -0.22289)  0.007
C (-3.46736, -4.10075, 1.08584)  0.029
C (-2.41362, -3.25504, 1.44061)  0.007
F (-2.18911, -3.07331, 2.74483)  0.000
C (-1.63411, -2.59038, 0.52053)  0.014
C (-1.95054, -2.81278, -0.87222)  0.003
C (-1.21500, -2.20837, -1.98303)  0.097
O (-0.10857, -1.58170, -1.57511)  -0.033
C (-1.66054, -2.21020, -3.31552)  0.029
C (-2.76587, -2.99350, -3.54432)  0.028
N (-3.53152, -3.51313, -2.52602)  0.057
C (-3.15008, -3.49009, -1.19214)  0.023
C (-1.16825, -1.22192, -4.39838)  0.009
O (-1.72528, -1.18164, -5.48926)  0.019
O (-0.24521, -0.41361, -3.90768)  0.006
H (-6.47365, -2.86984, -3.60634)  0.000
H (-5.51844, -2.13758, -2.31606)  0.000
H (-6.60931, -3.39563, -1.88540)  0.000
H (-4.73563, -4.47948, -3.91061)  0.000
H (-4.01385, -5.97992, -2.47194)  0.000
H (-5.73142, -6.12726, -2.55974)  0.000
H (-4.77257, -6.09914, 0.03660)  0.000
H (-5.99976, -4.80057, -0.34095)  0.000
H (-4.12286, -4.61590, 1.78264)  0.001
H (-0.90748, -1.84777, 0.83298)  0.001
H (-3.19374, -3.18184, -4.53955)  0.001
N (5.14424, 0.97048, 0.57741)  -0.005
C (4.36945, -0.08576, 0.08488)  0.016
C (3.04012, 0.19425, -0.27256)  0.123
N (2.30419, -0.81016, -0.70963)  0.105
C (2.81198, -2.08125, -0.60512)  0.084
C (4.14625, -2.32803, -0.23250)  0.029
N (4.91379, -1.30476, 0.02025)  0.115
H (4.85932, 1.84518, 0.13761)  -0.001
H (6.14829, 0.73922, 0.52408)  0.000
H (2.63478, 1.21972, -0.19905)  0.010
H (2.16469, -2.89335, -0.89668)  0.006
H (4.54075, -3.36952, -0.09164)  0.000
C (-2.14012, 7.01989, 4.65043)  0.003
C (-0.89055, 6.71274, 5.24292)  0.004
C (-0.23581, 5.57460, 4.88301)  0.015
C (-0.69628, 4.72832, 3.88464)  0.092
C (-1.91808, 5.04655, 3.30286)  0.014
C (-2.64714, 6.21019, 3.63066)  -0.001
Ge (0.16785, 3.00265, 3.41206)  0.525
C (2.10037, 3.35741, 3.86040)  0.096
C (2.74608, 2.97948, 5.02337)  0.020
C (4.00165, 3.60417, 5.30483)  0.002
C (4.63370, 4.45272, 4.43068)  0.011
C (4.04020, 4.67155, 3.20085)  0.000
C (2.85666, 4.08401, 2.91286)  0.019
C (-0.41104, 1.85721, 4.89105)  0.088
C (0.32728, 0.69337, 5.04072)  0.023
C (0.19810, -0.07404, 6.17163)  -0.003
C (-0.83061, 0.24367, 7.09307)  0.026
C (-1.64905, 1.34564, 6.81894)  0.002
C (-1.47337, 2.19128, 5.77191)  0.024
H (-2.74430, 7.83857, 4.95595)  0.000
H (-0.38760, 7.40367, 5.94637)  0.000
H (0.71798, 5.47180, 5.36429)  0.001
H (-2.35080, 4.42231, 2.48518)  0.006
H (-3.58488, 6.46999, 3.20730)  0.000
H (2.33301, 2.37864, 5.78112)  0.001
H (4.39616, 3.47051, 6.29556)  0.000
H (5.63418, 4.87516, 4.70697)  0.001
H (4.54613, 5.23141, 2.44346)  0.000
H (2.42903, 4.30647, 1.93119)  0.006
H (1.02607, 0.37600, 4.22819)  0.003
H (0.87539, -0.85360, 6.50953)  -0.001
H (-0.96750, -0.30664, 7.98789)  0.002
H (-2.38127, 1.49599, 7.56342)  0.000
H (-2.05120, 3.09824, 5.59753)  0.001

=====

# 3
Density functional theory data (ωB97M-V/def2-TZVPD) for a molecular structure, C52H46FGeN9O3Ti in a non-equilibrium geometry.

Output
Expectation value of S²: 3.778
Total charge: +1
HOMO (alpha / beta): -8.0 / -10.1 eV
LUMO level (alpha / beta): -3.260 / -3.261 eV
2S+1: 4

Each line ends with the Löwdin spin population.
Geometry (Å):
Ti (-18.50767, 11.61928, 4.51312)  1.176
C (-20.60163, 13.14142, 6.11047)  0.005
N (-20.22802, 11.72879, 6.06173)  0.015
C (-21.24760, 10.72477, 6.13093)  0.002
C (-22.50956, 10.95960, 5.24606)  0.000
N (-23.49094, 11.76869, 5.55621)  0.000
C (-24.29911, 11.76752, 4.43202)  0.000
C (-25.49679, 12.42145, 4.27327)  0.000
C (-26.08350, 12.41230, 3.05674)  0.000
C (-25.54663, 11.63824, 1.98555)  0.000
C (-24.32212, 10.91909, 2.14537)  0.000
C (-23.68452, 10.96021, 3.39507)  0.000
N (-22.57113, 10.40040, 4.00644)  0.001
C (-19.52787, 13.99937, 5.64728)  0.013
N (-18.43839, 13.61791, 5.00576)  0.015
C (-17.74188, 14.86178, 4.76987)  0.003
C (-16.58749, 15.02536, 4.01252)  0.000
C (-16.11404, 16.36302, 3.83740)  0.000
C (-16.87142, 17.44479, 4.37311)  0.000
C (-18.08476, 17.22610, 5.04060)  0.000
C (-18.47421, 15.93790, 5.19310)  0.001
N (-19.64079, 15.31404, 5.77676)  0.004
H (-20.81720, 13.49394, 7.12169)  0.001
H (-21.37907, 13.34228, 5.42704)  0.000
H (-19.61470, 11.58017, 6.90231)  0.005
H (-21.62059, 10.57742, 7.15114)  0.000
H (-20.88594, 9.76570, 5.83567)  0.000
H (-25.92692, 12.99812, 5.08727)  0.000
H (-27.00560, 13.00425, 2.80606)  0.000
H (-26.10443, 11.62463, 0.95949)  0.000
H (-23.99671, 10.26208, 1.29933)  0.000
H (-21.89263, 9.76574, 3.48416)  0.000
H (-16.04181, 14.25586, 3.37449)  0.000
H (-15.16360, 16.61613, 3.37815)  0.000
H (-16.57783, 18.46118, 4.20915)  0.000
H (-18.64652, 18.05701, 5.47861)  0.000
H (-20.45688, 15.83581, 6.16953)  0.000
C (-19.24028, 10.26096, -3.06134)  0.001
C (-18.29374, 9.40229, -2.16688)  0.000
C (-16.93738, 9.01289, -2.88339)  0.000
C (-16.08048, 10.31865, -3.01290)  0.000
C (-15.95116, 11.04786, -1.71411)  0.000
C (-14.69177, 11.64984, -1.33267)  0.004
C (-14.53830, 12.22189, -0.05333)  0.000
F (-13.41307, 12.92120, 0.29350)  0.000
C (-15.52712, 12.06483, 0.91913)  0.003
C (-16.77515, 11.48374, 0.60501)  0.001
C (-17.77473, 11.25179, 1.67716)  0.017
O (-17.49614, 11.80221, 2.85825)  0.014
C (-18.89406, 10.39754, 1.40878)  0.006
C (-18.93982, 9.85977, 0.13118)  0.001
N (-18.03384, 10.05173, -0.87585)  0.005
C (-16.96130, 10.96343, -0.74527)  0.003
C (-19.86685, 10.06318, 2.41266)  0.007
O (-20.78749, 9.31320, 2.14571)  0.004
O (-19.67907, 10.55219, 3.59555)  0.027
H (-19.70707, 9.75340, -3.89266)  0.000
H (-18.67722, 11.07958, -3.57323)  0.000
H (-20.11833, 10.74303, -2.51948)  0.000
H (-18.83997, 8.51248, -1.91541)  0.000
H (-17.06186, 8.59051, -3.88105)  0.000
H (-16.40195, 8.30575, -2.32641)  0.000
H (-16.43379, 11.04701, -3.76399)  0.000
H (-15.01345, 10.17343, -3.36674)  0.000
H (-13.79453, 11.72107, -1.94793)  0.000
H (-15.37531, 12.45304, 1.95496)  0.001
H (-19.77294, 9.20358, -0.10752)  0.000
N (-13.87228, 11.39196, 6.65945)  -0.013
C (-14.93952, 10.63778, 6.40547)  0.024
C (-16.02477, 11.18230, 5.67617)  0.216
N (-17.20209, 10.46173, 5.43195)  0.133
C (-17.13630, 9.08378, 5.75905)  0.109
C (-15.97331, 8.58077, 6.34205)  0.009
N (-14.95254, 9.33996, 6.78330)  0.172
H (-13.98492, 12.41953, 6.79602)  -0.002
H (-13.03049, 10.95892, 6.95534)  -0.001
H (-16.09991, 12.22737, 5.72432)  0.014
H (-18.00530, 8.49742, 5.56430)  0.006
H (-15.94246, 7.49258, 6.59684)  -0.002
C (-19.34695, 19.20437, -4.40544)  0.004
C (-20.69996, 19.14894, -4.02734)  0.004
C (-21.17420, 17.96699, -3.50627)  0.018
C (-20.33223, 16.89989, -3.21159)  0.098
C (-18.98616, 17.01213, -3.53097)  0.016
C (-18.50594, 18.14086, -4.13077)  -0.001
Ge (-21.07435, 15.22788, -2.44780)  0.535
C (-22.67286, 15.83267, -1.46349)  0.084
C (-23.93653, 15.16074, -1.54237)  0.030
C (-25.05892, 15.81288, -0.92918)  -0.003
C (-24.92357, 16.98063, -0.19400)  0.026
C (-23.65009, 17.51830, -0.01775)  -0.004
C (-22.52097, 16.83635, -0.50824)  0.029
C (-21.75242, 14.03042, -3.91975)  0.094
C (-21.85115, 12.65403, -3.74939)  0.018
C (-22.22607, 11.84554, -4.85762)  -0.001
C (-22.31483, 12.43909, -6.12736)  0.007
C (-22.15906, 13.81165, -6.30923)  0.003
C (-21.93099, 14.62294, -5.17012)  0.019
H (-18.89374, 20.11360, -4.84612)  0.000
H (-21.32369, 20.01960, -4.08548)  0.000
H (-22.23584, 17.81365, -3.36459)  0.001
H (-18.28022, 16.22237, -3.42654)  0.006
H (-17.41951, 18.20160, -4.31655)  0.000
H (-24.01697, 14.26825, -2.12444)  0.001
H (-26.08774, 15.40382, -1.16926)  0.000
H (-25.77977, 17.55669, 0.24408)  0.001
H (-23.58514, 18.34471, 0.67739)  -0.001
H (-21.44672, 17.01021, -0.20182)  0.004
H (-21.72523, 12.13757, -2.79105)  0.005
H (-22.45660, 10.81778, -4.75842)  0.000
H (-22.53472, 11.82215, -6.98900)  0.000
H (-22.36593, 14.28259, -7.31217)  0.000
H (-21.84314, 15.73221, -5.14667)  0.002

=====

Energy (Eh)
-8290.47704, -5753.73589, -5753.75559